Record 1
17
Properties=species:S:1:pos:R:3 method="wB97M-V/def2-TZVPD" e_above_lowest_kcal_mol=64.0 fmax_ev_per_a=1.401 total_energy_ha=-309.74033 homo_ev=-9.28 e_lumo_ev=0.87 homo_lumo_gap_ha=0.373 smiles="O=CCCC1CC1"
O 0.81084 -1.82071 1.18212
C 1.73073 -1.11436 0.82564
C 1.75661 -0.32325 -0.43902
C 0.51510 1.01683 0.04710
C -0.89366 0.98958 -0.53766
C -1.18833 -0.47526 -0.68976
C -2.14282 0.34621 0.08027
H 2.56011 -0.91413 1.53702
H 2.82148 -0.04530 -0.64487
H 1.43770 -0.92012 -1.31084
H 1.05273 1.91481 -0.21987
H 0.42299 0.85312 1.12603
H -1.15546 1.67663 -1.35144
H -1.31176 -0.80110 -1.70712
H -0.53122 -1.07408 -0.06502
H -3.08781 0.54866 -0.42597
H -2.24235 0.18708 1.15191

Record 2
107
Properties=species:S:1:pos:R:3 method="wB97M-V/def2-TZVPD" fmax_ev_per_a=10.723 total_energy_ha=-2677.62805 homo_ev=-9.83 e_lumo_ev=-1.47 homo_lumo_gap_ha=0.307
C -3.36675 -3.69762 -0.07894
B -1.91814 -3.13560 0.49364
O -1.42302 -3.61950 1.80021
C -0.93471 -2.33301 -0.52402
C -1.14127 -1.58441 -1.82276
N -2.39968 -1.25980 -2.41827
C -3.09975 -2.11137 -3.15505
O -4.16220 -2.78221 -3.59183
C 0.44477 -1.43258 -2.35971
O 0.64777 -1.87138 -3.58283
O 1.48701 -1.56647 -1.34089
C 0.69411 -2.08175 -0.22479
O 1.03441 -1.74920 0.96906
H -3.98377 -2.80286 -0.51529
H -3.24383 -4.44747 -0.97447
H -3.93601 -4.31873 0.73971
H -0.70506 -4.24995 1.56618
C -6.16600 -6.87857 2.82907
C -5.21388 -6.90765 1.64453
N -4.42411 -6.93184 0.66191
H -6.24437 -5.86013 3.21947
H -7.15787 -7.21819 2.51853
H -5.79624 -7.53589 3.62078
C 2.49981 1.06113 2.10910
C 2.40450 1.88184 3.38498
N 2.32537 2.56261 4.44335
H 3.54806 0.93485 1.82448
H 2.05206 0.07589 2.26527
H 1.96956 1.56886 1.29877
C -2.10170 1.87890 -4.62215
C -2.24205 1.98348 -3.11223
N -2.35842 2.07018 -1.85971
H -2.64839 2.69379 -5.10472
H -1.04704 1.94185 -4.90377
H -2.50651 0.92419 -4.96895
C 5.34160 -1.18631 -0.24953
C 5.71970 0.16790 0.32810
N 6.03341 1.29123 0.80727
H 4.43293 -1.09455 -0.85093
H 6.15097 -1.56089 -0.88214
H 5.16260 -1.89983 0.55944
C 2.92874 -3.81431 -5.36538
C 4.30919 -4.39886 -5.11411
N 5.45435 -4.88369 -4.90569
H 2.16125 -4.49310 -4.98330
H 2.83468 -2.84955 -4.85945
H 2.77452 -3.67029 -6.43827
C -1.17073 -7.09086 -2.03671
C -0.78570 -5.92456 -1.14117
N -0.46627 -4.95714 -0.39825
H -1.51970 -6.71883 -3.00397
H -0.30544 -7.74006 -2.19602
H -1.97044 -7.67175 -1.56912
C -1.59242 0.45318 3.93662
C -1.44814 0.43335 2.42358
N -1.32838 0.41689 1.16849
H -2.64747 0.36951 4.21165
H -1.04277 -0.38449 4.37453
H -1.19328 1.38916 4.33693
C 0.42397 4.73853 -6.43072
C 0.33060 3.66696 -7.50475
N 0.25311 2.77812 -8.39572
H 1.21097 4.48244 -5.71601
H 0.65782 5.70429 -6.88700
H -0.52815 4.81720 -5.89884
C 6.53482 -1.77688 -6.68997
C 6.91292 -0.42267 -6.11234
N 7.22663 0.70065 -5.63317
H 5.62615 -1.68513 -7.29137
H 7.34419 -2.15147 -7.32258
H 6.35582 -2.49041 -5.88100
C -7.47112 -6.46432 -2.11292
C -7.79878 -6.38033 -0.63100
N -8.07065 -6.31068 0.59827
H -6.38706 -6.45535 -2.25614
H -7.87815 -7.38817 -2.53293
H -7.90696 -5.61120 -2.64001
C -1.60182 4.52685 5.70334
C -1.46429 3.25954 6.53130
N -1.35028 2.20828 7.21812
H -0.64472 4.77155 5.23446
H -2.35404 4.38254 4.92300
H -1.90779 5.35892 6.34336
C 1.51999 4.55697 7.58108
C 1.90502 5.72327 8.47663
N 2.22445 6.69069 9.21955
H 1.17103 4.92900 6.61382
H 2.38529 3.90777 7.42177
H 0.72029 3.97608 8.04867
C -0.55332 8.97755 7.13521
C -0.64669 7.90598 6.06118
N -0.72418 7.01714 5.17021
H 0.23369 8.72147 7.84992
H -0.31946 9.94331 6.67893
H -1.50543 9.05622 7.66708
C 2.66120 -0.51507 7.00776
C 2.56784 -1.58664 5.93373
N 2.49035 -2.47548 5.04276
H 3.44821 -0.77116 7.72247
H 2.89506 0.45069 6.55148
H 1.70909 -0.43641 7.53963
C 1.88275 9.15653 -7.40867
C 2.02029 7.88922 -6.58071
N 2.13430 6.83796 -5.89389
H 2.83986 9.40123 -7.87755
H 1.13054 9.01222 -8.18901
H 1.57679 9.98860 -6.76865

Record 3
22
Properties=species:S:1:pos:R:3 method="wB97M-V/def2-TZVPD" e_above_lowest_kcal_mol=42.7 fmax_ev_per_a=2.787 total_energy_ha=-329.43956 homo_ev=-8.18 e_lumo_ev=0.82 homo_lumo_gap_ha=0.331 smiles=CCN(C)CC.O
C -0.24478 -2.39887 0.59740
C -0.36795 -1.06825 1.35821
N 0.17529 0.08224 0.67721
C 1.48984 0.04504 0.05510
C -0.88781 0.75884 -0.15338
C -1.09393 2.11118 0.51037
H 0.65344 -2.94053 0.89015
H -0.93205 -3.22324 0.84290
H -0.23915 -2.18594 -0.47340
H 0.22556 -1.16975 2.27486
H -1.35320 -0.85131 1.78148
H 1.76101 -0.76635 -0.63961
H 2.13645 -0.32669 0.87316
H 1.74891 0.98307 -0.40753
H -1.80552 0.17580 -0.09662
H -0.66040 0.76151 -1.21974
H -1.81814 2.76454 -0.00071
H -0.17059 2.64595 0.68445
H -1.53781 1.89890 1.48177
O 1.05132 0.49842 -3.14166
H 0.98993 1.35209 -3.61615
H 0.87957 0.85337 -2.27826

Record 4
49
Properties=species:S:1:pos:R:3 method="wB97M-V/def2-TZVPD" e_above_lowest_kcal_mol=22.7 charge=-2 fmax_ev_per_a=0.613 s2=1.010 multiplicity=2 total_energy_ha=-11939.81379 homo_ev="-2.09 / -1.95" e_lumo_ev="3.63 / 3.63" homo_lumo_gap_ha="0.210 / 0.205"
Co 1.96494 0.17808 -1.55651
Se 4.28073 -0.38991 -1.03842
Te 4.65618 -2.41621 0.32584
Te 2.97703 -3.52121 -3.22041
Se 3.24593 -1.06719 -3.18818
Br -1.56822 -3.03135 6.16447
C -2.42832 -2.81976 4.48167
C -3.31887 -3.78870 4.04474
C -3.94901 -3.61629 2.82810
C -3.68682 -2.50812 2.01143
C -2.78084 -1.54933 2.47912
C -2.16692 -1.70027 3.71243
N -4.51229 -2.41035 0.87631
N -4.30691 -1.64987 -0.10780
C -3.10024 -1.14336 -0.54479
C -3.24074 0.02660 -1.31002
C -2.19533 0.74956 -1.83668
C -0.87716 0.27747 -1.68478
O 0.13356 0.81717 -2.21627
C -0.69950 -0.95308 -0.91607
N 0.58873 -1.34581 -0.82176
C 0.86478 -2.52817 -0.31700
C -0.15151 -3.39271 0.11043
C -1.45765 -2.98200 0.07765
C -1.78074 -1.69865 -0.41418
H -3.52560 -4.65752 4.65493
H -4.67794 -4.33618 2.47781
H -2.55867 -0.66606 1.89833
H -1.46845 -0.95045 4.05848
H -4.26184 0.36813 -1.44147
H -2.35202 1.66221 -2.39502
H 1.90711 -2.80744 -0.24540
H 0.11137 -4.37882 0.46929
H -2.23826 -3.65734 0.39527
F 1.83094 2.39204 -3.19983
C 1.28010 3.40385 -2.53679
F 1.91014 4.52855 -2.91338
F 0.01170 3.53526 -2.91147
S 1.38455 3.24508 -0.65644
O 1.76549 1.88485 -0.30430
O 0.09368 3.67691 -0.22162
N 2.46384 4.30522 -0.26176
S 3.99875 3.96954 -0.47712
O 4.68412 3.56975 0.71203
O 4.26647 3.27108 -1.70064
C 4.58974 5.69693 -0.77682
F 4.26108 6.52151 0.22147
F 5.92873 5.68407 -0.87276
F 4.10416 6.20229 -1.91210

Record 5
16
Properties=species:S:1:pos:R:3 method="wB97M-V/def2-TZVPD" e_above_lowest_kcal_mol=136.7 charge=+1 fmax_ev_per_a=5.305 total_energy_ha=-359.13694 homo_ev=-13.50 e_lumo_ev=-5.45 homo_lumo_gap_ha=0.296
C -1.92174 -0.01049 0.66009
C 0.42385 0.03727 -2.13594
C -0.67695 0.21852 1.53800
C 1.35999 -0.42143 0.00211
C 0.30163 0.70562 0.45942
N -1.73946 0.53651 -0.50358
N -0.61832 1.14192 -0.60926
N 1.21479 -0.61537 -1.43877
H -2.80552 -0.49376 1.14739
H 0.07838 -0.07512 -3.18397
H -0.92442 0.97404 2.14887
H -0.44063 -0.74434 1.97077
H 2.24563 0.00017 0.30248
H 0.90570 -1.32068 0.46221
H 0.79925 1.51990 0.88944
H 1.79782 -1.45274 -1.70925